Entry 1:
{
  "formula": "C47H40BInN10P2S2",
  "method": "the ωB97M-V functional and the def2-TZVPD basis",
  "elements": ["In", "C", "C", "N", "N", "C", "B", "N", "C", "C", "C", "N", "N", "C", "C", "C", "N", "N", "C", "C", "C", "N", "H", "H", "H", "H", "H", "H", "H", "H", "H", "H", "H", "H", "S", "P", "C", "P", "S", "C", "C", "C", "C", "C", "C", "C", "C", "C", "C", "C", "C", "C", "C", "C", "C", "C", "C", "C", "C", "C", "C", "C", "C", "H", "H", "H", "H", "H", "H", "H", "H", "H", "H", "H", "H", "H", "H", "H", "H", "H", "H", "H", "H", "C", "C", "C", "C", "N", "C", "C", "C", "C", "C", "C", "N", "H", "H", "H", "H", "H", "H", "H", "H"],
  "coordinates": [[-0.43951, 1.34209, 0.25820], [2.37999, 4.10479, 2.16260], [1.23329, 3.41779, 2.54900], [0.33929, 3.41559, 1.56660], [0.88589, 4.10519, 0.54560], [2.11989, 4.51889, 0.87480], [0.00899, 4.52679, -0.62980], [-1.46011, 4.30919, -0.19790], [-2.40721, 5.21439, 0.06860], [-3.54421, 4.54849, 0.48240], [-3.18621, 3.20749, 0.45240], [-1.92961, 3.08169, 0.04110], [0.27059, 3.57079, -1.82170], [0.52859, 3.85179, -3.10420], [0.70679, 2.66459, -3.78810], [0.53769, 1.67969, -2.82520], [0.27699, 2.24589, -1.65030], [0.26749, 5.95719, -1.03230], [-0.45301, 6.71629, -1.89880], [0.15809, 7.93989, -2.00590], [1.27119, 7.84319, -1.15610], [1.32059, 6.65959, -0.58750], [3.27019, 4.25969, 2.73470], [1.03219, 2.95059, 3.49590], [2.71979, 5.08999, 0.19810], [-2.24031, 6.26669, -0.04400], [-4.48391, 4.97369, 0.77150], [-3.78601, 2.35119, 0.69840], [0.57989, 4.86249, -3.46110], [0.91079, 2.52249, -4.82990], [0.61559, 0.61229, -2.93550], [-1.33591, 6.33609, -2.37160], [-0.14951, 8.77449, -2.60060], [2.01839, 8.58189, -0.93990], [1.79259, 0.79299, 1.38060], [1.69339, -1.06161, 0.61040], [0.21049, -1.07541, -0.32380], [0.14399, -2.40951, -1.49420], [0.56239, -1.69761, -3.28210], [1.27079, -3.79661, -1.09740], [2.43399, -3.93651, -1.84830], [3.33989, -4.93611, -1.54320], [3.08859, -5.79511, -0.48630], [1.91069, -5.68171, 0.23760], [0.99529, -4.69361, -0.07120], [-1.52081, -3.16161, -1.50110], [-2.32471, -3.15421, -0.37140], [-3.53481, -3.82191, -0.38000], [-3.94211, -4.50331, -1.51480], [-3.15281, -4.49341, -2.65410], [-1.94401, -3.82141, -2.65130], [1.67089, -2.10121, 2.10310], [2.72909, -2.03521, 3.00520], [2.61959, -2.67331, 4.22670], [1.46139, -3.36291, 4.55470], [0.39159, -3.39091, 3.67420], [0.49679, -2.74841, 2.45400], [3.26019, -1.31721, -0.26440], [3.54319, -0.41251, -1.28280], [4.75449, -0.49041, -1.94220], [5.67519, -1.46421, -1.58070], [5.38019, -2.37141, -0.57510], [4.16599, -2.30871, 0.08470], [2.62249, -3.26571, -2.67640], [4.24259, -5.03751, -2.12910], [3.80479, -6.56111, -0.23210], [1.70549, -6.36991, 1.04340], [0.06469, -4.63671, 0.47440], [-2.00161, -2.62081, 0.51390], [-4.15031, -3.82421, 0.50800], [-4.87771, -5.04071, -1.50360], [-3.47421, -5.01891, -3.54080], [-1.32311, -3.80301, -3.53830], [3.61509, -1.46831, 2.75780], [3.43599, -2.62231, 4.93210], [1.39019, -3.87021, 5.50490], [-0.52751, -3.89831, 3.93400], [-0.33671, -2.73351, 1.76450], [2.81499, 0.34919, -1.54160], [4.98469, 0.21039, -2.73060], [6.62809, -1.51501, -2.08430], [6.09819, -3.12891, -0.30070], [3.91939, -3.02011, 0.86090], [-2.12211, 0.44639, 4.34420], [-3.34181, -0.16951, 4.11140], [-3.76241, -0.36531, 2.80510], [-2.94241, 0.03929, 1.75160], [-1.78001, 0.64509, 2.00010], [-1.38391, 0.85089, 3.24300], [-3.29101, -0.15941, 0.33150], [-4.46961, -0.77461, -0.08700], [-4.69491, -0.95181, -1.44230], [-3.73251, -0.52571, -2.34160], [-2.59051, 0.08559, -1.84480], [-2.39401, 0.27269, -0.55390], [-1.75491, 0.61059, 5.34690], [-3.95961, -0.48911, 4.93580], [-4.71211, -0.83891, 2.61660], [-0.43921, 1.36759, 3.33640], [-5.20851, -1.10931, 0.62190], [-5.60911, -1.41541, -1.78010], [-3.85571, -0.66151, -3.40290], [-1.79941, 0.43809, -2.49460]],
  "forces_ev_per_a": [[0.1, -0.4, 0.0], [0.0, -0.1, -0.1], [0.1, 0.4, -0.2], [-0.6, -0.5, 0.6], [0.3, 0.3, 0.0], [0.4, -0.2, 0.3], [0.1, -0.2, 0.1], [0.0, 0.6, -0.1], [-0.4, 0.1, 0.2], [0.1, 0.1, 0.0], [0.0, 0.1, -0.1], [0.0, -0.7, -0.1], [0.1, 0.5, -0.3], [0.1, -0.1, -0.3], [-0.1, 0.1, 0.1], [0.2, 0.1, -0.2], [-0.1, -0.7, 0.5], [-0.4, 0.3, -0.3], [0.0, 0.2, -0.1], [-0.2, -0.2, -0.1], [-0.3, -0.1, -0.1], [0.6, 0.1, 0.4], [0.2, 0.1, 0.1], [-0.1, -0.1, 0.0], [0.0, 0.0, 0.0], [0.1, 0.2, 0.0], [-0.1, 0.1, 0.0], [0.0, -0.1, 0.0], [0.0, 0.2, 0.1], [0.1, 0.0, -0.2], [-0.1, -0.1, 0.1], [-0.2, -0.1, -0.1], [-0.1, 0.2, -0.1], [0.2, 0.1, 0.1], [-0.2, 0.5, -0.1], [0.7, 0.1, 0.6], [0.3, -0.5, 0.0], [-0.4, -0.2, -0.6], [0.0, -0.1, 0.0], [-0.2, 0.3, -0.2], [-0.1, -0.1, -0.1], [0.0, -0.1, 0.0], [0.0, 0.0, 0.0], [0.1, -0.1, 0.1], [0.0, 0.0, 0.0], [0.4, 0.2, 0.2], [0.2, 0.0, 0.0], [-0.1, -0.2, 0.1], [-0.1, 0.0, 0.2], [0.0, 0.0, 0.0], [0.1, 0.0, 0.0], [-0.2, 0.1, -0.3], [-0.1, 0.0, -0.1], [0.1, 0.0, 0.0], [-0.1, -0.1, 0.0], [0.0, 0.0, 0.1], [0.0, 0.0, -0.1], [-0.4, -0.1, 0.2], [0.0, 0.0, 0.0], [0.0, 0.0, -0.1], [0.0, 0.0, 0.0], [0.1, 0.0, 0.0], [-0.1, 0.2, 0.1], [0.0, 0.1, 0.0], [0.0, 0.0, 0.0], [0.1, -0.1, 0.0], [0.0, -0.1, 0.1], [-0.1, 0.0, 0.1], [0.0, 0.0, 0.0], [-0.1, 0.0, 0.1], [-0.1, -0.1, 0.0], [0.0, 0.0, -0.1], [0.0, 0.0, 0.0], [0.1, 0.0, 0.0], [0.1, 0.0, 0.0], [0.0, 0.0, 0.1], [0.0, -0.1, 0.1], [0.0, -0.1, 0.0], [0.1, 0.0, 0.0], [0.0, 0.0, -0.1], [0.1, 0.0, -0.1], [0.1, -0.1, 0.0], [0.0, -0.1, 0.0], [-0.1, 0.0, -0.1], [0.2, 0.1, -0.1], [0.2, 0.0, -0.2], [-0.3, -0.1, 0.6], [0.1, 0.0, -0.4], [0.2, 0.1, 0.6], [-0.5, -0.3, -0.4], [0.2, 0.3, 0.1], [0.2, 0.2, 0.0], [0.0, 0.0, 0.1], [-0.1, 0.0, -0.4], [0.1, 0.2, 0.3], [0.0, 0.1, 0.0], [-0.1, 0.0, 0.1], [0.0, 0.0, 0.0], [0.1, -0.1, 0.1], [0.0, 0.0, 0.1], [0.0, -0.1, -0.1], [0.0, 0.0, -0.1], [-0.1, 0.0, -0.1]],
  "s_squared": 0.756,
  "multiplicity": 2,
  "mol_weight_g_mol": 996.6,
  "gap_ev": [7.4, 6.7],
  "largest_force_ev_per_a": 0.97,
  "total_energy_ha": -4056.6414,
  "e_homo_ev": [-10.48, -10.57],
  "total_charge": 1
}

Entry 2:
{
  "formula": "C47H40O32P",
  "method": "the ωB97M-V functional and the def2-TZVPD basis",
  "elements": ["C", "C", "C", "O", "C", "C", "P", "O", "O", "O", "H", "H", "H", "H", "H", "H", "H", "H", "H", "H", "H", "H", "C", "C", "C", "O", "C", "C", "C", "O", "O", "O", "H", "H", "H", "H", "C", "C", "C", "O", "C", "C", "C", "O", "O", "O", "H", "H", "H", "H", "C", "C", "C", "O", "C", "C", "C", "O", "O", "O", "H", "H", "H", "H", "C", "C", "C", "O", "C", "C", "C", "O", "O", "O", "H", "H", "H", "H", "C", "C", "C", "O", "C", "C", "C", "O", "O", "O", "H", "H", "H", "H", "C", "C", "C", "O", "C", "C", "C", "O", "O", "O", "H", "H", "H", "H", "C", "C", "C", "O", "C", "C", "C", "O", "O", "O", "H", "H", "H", "H"],
  "coordinates": [[1.82457, 0.35226, 3.04387], [0.86198, 0.92757, 1.92144], [-0.51744, 0.19296, 2.09098], [-1.14251, 0.75447, 3.23281], [-2.57582, 0.57268, 3.22221], [-3.09112, -0.68237, 4.02025], [-3.33314, -2.14184, 2.93726], [-3.91495, -3.27425, 3.77908], [-1.91695, -2.78806, 2.24640], [-4.42277, -1.88211, 1.67910], [1.22302, -0.20162, 3.79524], [2.27604, 1.21576, 3.56210], [2.56825, -0.35791, 2.63278], [1.30615, 0.64553, 0.94018], [0.74111, 2.01945, 2.03048], [-1.16598, 0.28218, 1.19175], [-0.25890, -0.86538, 2.32699], [-2.98601, 1.46388, 3.75924], [-3.00948, 0.63299, 2.19043], [-2.22919, -0.96118, 4.67785], [-1.73800, -2.38483, 1.39224], [-4.14790, -1.16158, 1.10356], [0.28176, -4.56639, -3.05856], [-0.61118, -5.55656, -3.10148], [-1.90683, -5.47660, -2.36631], [-2.69432, -6.39830, -2.45408], [-2.16829, -4.28193, -1.56358], [-1.27325, -3.29288, -1.51831], [0.01010, -3.36116, -2.27454], [0.78647, -2.42690, -2.21744], [-1.48584, -2.18375, -0.78687], [-0.39249, -6.67669, -3.81050], [1.22236, -4.61301, -3.58953], [-3.10247, -4.24121, -1.01924], [-0.69792, -1.62710, -0.92008], [-1.18670, -7.22296, -3.67608], [3.92198, 3.35099, 6.40564], [4.24193, 4.07202, 7.48113], [3.50165, 5.31715, 7.83593], [3.81830, 5.93214, 8.83771], [2.41896, 5.74939, 6.95196], [2.09761, 5.03096, 5.87213], [2.82548, 3.76878, 5.53302], [2.49554, 3.13136, 4.55567], [1.10339, 5.41486, 5.04687], [5.24801, 3.71286, 8.30253], [4.44804, 2.44458, 6.13860], [1.90114, 6.66210, 7.21169], [1.06077, 4.73796, 4.34342], [5.26910, 4.39428, 8.99577], [5.09238, -3.37453, 5.88223], [4.32087, -2.30033, 6.07246], [4.82568, -0.91977, 5.81163], [4.08353, 0.02624, 5.98167], [6.21021, -0.76758, 5.36198], [6.97978, -1.84135, 5.17550], [6.46731, -3.22272, 5.41118], [7.20392, -4.17023, 5.20950], [8.25708, -1.73407, 4.76514], [3.05633, -2.41060, 6.50520], [4.73765, -4.37903, 6.06539], [6.57067, 0.23752, 5.19229], [8.58557, -2.64788, 4.70789], [2.71517, -1.50004, 6.55549], [-4.87465, 4.53947, 4.84148], [-3.59584, 4.79770, 4.55548], [-3.20612, 5.54912, 3.32538], [-2.03084, 5.77768, 3.11442], [-4.26874, 5.97806, 2.41597], [-5.54551, 5.71629, 2.70145], [-5.93733, 4.98872, 3.94404], [-7.11657, 4.79214, 4.16743], [-6.54529, 6.09523, 1.88455], [-2.59925, 4.39649, 5.36094], [-5.16935, 3.99803, 5.72942], [-3.97348, 6.50594, 1.51985], [-7.36036, 5.78786, 2.31797], [-1.77992, 4.70447, 4.93660], [-1.58366, -8.55164, -8.64378], [-1.22910, -7.88220, -7.54395], [-1.89421, -6.60421, -7.15912], [-1.54526, -6.04642, -6.13901], [-2.93865, -6.07860, -8.03855], [-3.29001, -6.74571, -9.13936], [-2.64431, -8.03820, -9.51144], [-3.01134, -8.61905, -10.51574], [-4.24618, -6.28560, -9.97002], [-0.25625, -8.32380, -6.72660], [-1.11071, -9.47996, -8.93230], [-3.40109, -5.14321, -7.75832], [-4.31035, -6.94660, -10.68063], [-0.19513, -7.66263, -6.01045], [-1.46207, -2.34268, -8.67981], [-2.77808, -2.42182, -8.88721], [-3.44008, -1.69578, -10.00986], [-4.63880, -1.81428, -10.16897], [-2.60521, -0.86143, -10.87454], [-1.28933, -0.77912, -10.66582], [-0.62410, -1.52687, -9.55925], [0.57944, -1.43465, -9.42047], [-0.49678, -0.01918, -11.44204], [-3.57351, -3.16264, -8.09434], [-0.97204, -2.86663, -7.87010], [-3.09758, -0.32607, -11.67421], [0.40087, -0.13409, -11.08460], [-4.47296, -3.05450, -8.45438], [3.45558, 5.47584, 1.47954], [2.14415, 5.30575, 1.29394], [1.42233, 5.95825, 0.16177], [0.23331, 5.75999, 0.02056], [2.19207, 6.82204, -0.73550], [3.50174, 6.99396, -0.54678], [4.22721, 6.31991, 0.56892], [5.42540, 6.49424, 0.68818], [4.23567, 7.78345, -1.35337], [1.41257, 4.53798, 2.11716], [3.98863, 5.00577, 2.29460], [1.65684, 7.30352, -1.54191], [5.14241, 7.73451, -1.00470], [0.50143, 4.57700, 1.76826]],
  "forces_ev_per_a": [[-0.7, 0.7, -0.1], [-0.1, -1.7, 0.5], [1.3, 0.4, 0.5], [-0.3, 0.3, -1.3], [-1.5, -0.4, 1.7], [1.1, -0.1, -3.0], [-1.1, -1.5, 3.8], [1.0, 1.4, -1.8], [-1.2, 0.5, -0.2], [1.4, 0.0, 0.5], [0.3, 0.4, -0.4], [0.2, -0.8, -0.3], [-0.2, 0.5, 0.2], [-0.4, 0.5, 0.4], [0.0, -0.5, -0.2], [0.2, -0.1, 0.4], [-0.5, 0.4, -0.6], [0.5, -0.3, -0.4], [0.5, 0.0, 0.4], [-0.8, -0.1, -0.2], [0.1, 0.1, -0.2], [0.0, 0.2, 0.0], [0.1, 0.3, 0.1], [0.6, -0.3, -0.6], [-0.5, 0.4, 0.5], [0.2, -0.3, -0.3], [-0.2, -0.3, -0.2], [-0.6, 0.3, 0.5], [0.4, -0.3, -0.4], [-0.2, 0.2, 0.2], [0.5, -0.2, -0.5], [-0.2, 0.1, 0.7], [0.0, 0.0, 0.0], [0.0, 0.0, 0.1], [0.1, 0.1, 0.1], [-0.1, -0.1, 0.0], [0.0, 0.0, -0.2], [0.5, -0.6, 0.1], [-0.6, 0.5, -0.2], [0.3, -0.2, 0.1], [0.3, 0.0, 0.3], [-0.8, 0.7, -0.2], [0.4, -0.5, 0.2], [-0.2, 0.4, -0.1], [0.6, -0.7, 0.3], [-0.5, 0.4, -0.2], [-0.1, 0.0, 0.0], [0.0, 0.0, 0.0], [0.0, 0.1, -0.2], [0.0, 0.0, 0.1], [0.5, -0.2, -0.1], [-0.8, -0.6, 0.3], [0.5, 0.4, -0.2], [-0.2, -0.1, 0.2], [-0.3, 0.2, 0.1], [0.6, 0.6, -0.2], [-0.7, -0.5, 0.3], [0.3, 0.2, -0.1], [-0.5, -0.4, 0.2], [0.7, 0.5, -0.2], [0.0, 0.0, 0.0], [0.0, 0.0, 0.0], [0.1, -0.1, 0.0], [-0.2, 0.0, 0.0], [-0.5, 0.1, -0.1], [0.2, -0.5, 0.8], [-0.3, 0.2, -0.6], [0.3, -0.1, 0.2], [0.4, 0.0, 0.1], [-0.1, 0.4, -0.8], [0.3, -0.5, 0.7], [-0.2, 0.2, -0.3], [0.2, -0.3, 0.6], [-0.3, 0.5, -0.6], [0.0, 0.0, 0.0], [0.0, 0.0, 0.0], [-0.1, 0.0, 0.0], [0.2, 0.0, 0.1], [-0.3, 0.0, -0.4], [0.7, -0.8, 0.2], [-0.6, 0.5, -0.3], [0.1, 0.0, -0.1], [0.1, -0.1, 0.4], [-0.5, 0.6, -0.1], [0.5, -0.5, 0.1], [-0.2, 0.2, -0.1], [0.5, -0.5, 0.2], [-0.6, 0.6, -0.2], [0.0, 0.0, 0.0], [0.1, -0.2, 0.0], [-0.1, 0.0, -0.1], [0.1, 0.0, 0.1], [0.4, 0.1, -0.1], [0.1, -0.5, 0.7], [0.0, 0.5, -0.6], [-0.1, -0.2, 0.3], [-0.3, -0.2, 0.1], [0.0, 0.6, -0.7], [0.0, -0.5, 0.6], [0.1, 0.2, -0.3], [-0.1, -0.5, 0.6], [-0.1, 0.8, -0.6], [0.0, 0.0, 0.0], [0.0, 0.0, 0.0], [0.1, 0.0, 0.0], [-0.1, 0.0, 0.0], [0.4, 0.2, -0.1], [0.1, -0.5, 0.8], [-0.1, 0.4, -0.6], [0.0, -0.2, 0.2], [-0.3, -0.1, 0.1], [-0.1, 0.5, -0.7], [-0.1, -0.5, 0.7], [0.1, 0.3, -0.3], [0.0, -0.4, 0.5], [-0.1, 0.6, -0.7], [0.0, 0.0, 0.0], [0.0, 0.0, 0.0], [0.1, 0.0, 0.0], [-0.1, -0.1, 0.1]],
  "multiplicity": 1,
  "mol_weight_g_mol": 1147.8,
  "gap_ev": 2.5,
  "largest_force_ev_per_a": 4.26,
  "total_energy_ha": -4564.0457,
  "e_homo_ev": -3.13,
  "total_charge": -1
}